(1)
Here is a molecular structure, C23H23MoOP2 at a distorted geometry from the Open Molecules 2025 dataset. Energies are from ωB97M-V/def2-TZVPD.

Net charge   +1
Lowest unoccupied orbital energy (spin up / spin down)   -4.290 / -4.477 eV
HOMO energy (spin up / spin down)   -11.49 / -11.49 eV
2S+1   3
Largest force on an atom   0.05263 Eh/bohr

Positions of all 50 atoms, in Å:
C (-2.5375, -2.2016, 5.3891)
C (0.1281, 0.3058, -3.2339)
H (-4.5166, -1.4826, 8.0662)
C (0.5809, -2.7673, 4.8947)
C (1.1007, -3.9409, 2.4061)
H (-2.5245, 1.0017, -1.2369)
C (0.3655, -2.7473, 2.4772)
H (1.4648, 3.5915, 2.9484)
H (-3.7779, -3.4054, 6.6869)
C (0.1183, -2.1526, 3.7358)
C (0.5996, -0.6569, -2.3062)
C (-2.5040, 0.1874, 5.8740)
H (1.2932, -4.3829, 1.4276)
H (1.6212, 2.1281, 7.0062)
P (2.2337, 0.2934, 0.0799)
H (-1.3501, 2.0326, -3.2906)
C (0.4428, 1.7196, 3.3201)
C (1.5815, -4.5469, 3.5854)
H (-2.1590, -3.0464, 4.8007)
H (-1.3064, -1.0368, -0.0746)
C (1.6283, 2.9863, 5.0289)
C (0.1460, 0.7246, 4.2723)
C (1.3004, -3.9741, 4.8309)
H (2.1653, -5.4649, 3.5055)
H (0.4065, -2.3427, 5.8813)
O (-1.5964, -0.4390, 2.4394)
H (-0.0576, -2.2881, 1.5827)
H (3.5463, 0.1906, -0.5228)
H (1.5976, -4.4736, 5.7419)
H (2.1308, -0.9864, 0.7432)
C (1.3192, 1.9982, 5.9660)
H (0.5627, 0.3558, -4.2692)
H (1.3319, -1.4531, -2.5102)
C (-2.0587, -0.9130, 5.1233)
C (-3.4176, -2.4038, 6.4540)
H (0.0418, 1.6183, 2.2982)
C (-1.5834, 0.5651, -1.5952)
H (0.3596, 0.1259, 6.3388)
C (0.5940, 0.8774, 5.5905)
P (-0.9265, -0.6538, 3.7396)
C (-3.8455, -1.3146, 7.2239)
C (-3.3917, -0.0226, 6.9361)
C (-1.0027, 1.0814, -2.7867)
H (2.4943, 1.0687, 1.2484)
C (-0.8769, -0.4288, -0.9003)
H (-3.7329, 0.8128, 7.5385)
Mo (0.4870, 1.1344, -1.2532)
H (-2.1064, 1.1826, 5.6653)
H (2.1707, 3.8953, 5.2943)
C (1.2150, 2.8313, 3.6961)

Cartesian forces, eV/Å:
0.0917 0.0203 0.3049
-0.1369 -0.4905 -1.2215
0.1412 0.0763 -0.2392
0.5577 -0.5949 0.1409
-0.0063 0.4293 0.4156
0.5107 -0.1772 0.1336
0.2178 -0.3798 0.7002
-0.1188 -0.2075 0.3533
0.1123 0.2424 -0.0738
-0.0951 -0.0914 -0.7964
-2.1116 0.4865 1.1780
-0.0861 -0.4842 0.3374
-0.0138 -0.0044 0.3266
-0.0472 -0.0905 -0.3039
1.7717 -1.1298 1.7057
0.3084 -1.4924 0.5095
0.2446 -0.0303 0.3820
-0.3052 0.3692 -0.3813
-0.3250 0.3222 0.2684
0.8651 0.4140 -0.6010
-0.1673 -0.1090 -0.6943
-0.1302 0.5044 -0.4975
-0.3195 0.3824 -0.7614
-0.2305 0.2189 0.1268
-0.1578 0.0220 -0.2267
0.1549 0.3027 -0.8346
0.1213 -0.1274 0.2316
-0.7200 0.0958 0.5184
0.1413 0.0709 0.0174
0.0069 0.6678 -0.5785
0.1463 0.4265 0.0566
-0.2818 0.4705 1.3196
-0.5925 0.4209 0.4397
-0.1264 0.2505 0.0760
-0.0707 0.2472 -0.0930
0.1802 0.0304 0.5532
-1.2990 0.3477 -0.5248
-0.0238 0.0820 -0.0992
0.0381 -0.1353 -0.2621
0.3349 -0.4910 1.1010
0.2891 -0.0276 -0.2239
0.0691 -0.2461 -0.3304
-0.8734 0.0255 -1.4418
0.2797 -0.2644 -0.3030
1.2986 -0.3051 -1.5988
0.0665 -0.0649 -0.0741
0.8895 0.9090 0.7310
-0.2638 -0.2630 0.0697
-0.1028 -0.3822 0.1062
-0.2321 -0.2467 0.0577



(2)
Here is 18 unconnected molecules or ions with the total composition C22H49Cl35N2Si at a distorted geometry from the Open Molecules 2025 dataset. Energies are from ωB97M-V/def2-TZVPD.

Net charge   0
Lowest unoccupied orbital energy   -0.124 eV
HOMO energy   -8.93 eV
2S+1   1
Largest force on an atom   0.06027 Eh/bohr

Positions of all 109 atoms, in Å:
Cl (-2.6071, -9.9109, 2.5255)
C (5.3563, -6.9335, -0.5800)
H (-4.9266, 1.5891, -0.4547)
C (5.5880, 2.6660, -7.6693)
Cl (1.2757, -2.4636, -2.8898)
H (-1.7276, 6.4969, -0.6930)
H (-0.2395, 3.6915, 7.5203)
H (3.5665, 1.9392, -5.1736)
C (-2.0809, -3.2436, 2.6201)
C (-6.2011, 0.4497, -5.8733)
H (-5.6745, 5.2139, -1.2401)
C (0.6513, -1.2319, -1.7822)
Cl (-2.9780, 0.9683, 5.3397)
C (-4.0988, 1.0073, -0.8142)
Cl (0.4457, -5.0480, 4.3622)
Cl (-2.3511, -1.8722, 5.7048)
Cl (5.7089, 2.7129, -5.9052)
Cl (-4.5559, -0.1239, -5.5907)
H (-2.1882, 6.6124, -2.3974)
Cl (-1.0857, -1.4470, -1.5121)
H (-6.8424, 0.0325, -5.1123)
H (3.3948, 5.6450, 9.4536)
H (0.4098, -3.8445, 0.5466)
N (-3.1242, -3.3968, 1.6089)
Cl (-6.9720, 3.3388, -1.7552)
Cl (3.9173, 2.4450, -8.2039)
Cl (2.2633, 11.3591, -2.8460)
C (-2.2540, 7.0805, -1.4273)
C (-0.7263, -2.9769, 2.0535)
C (0.4434, 3.8986, 0.8161)
Cl (4.1575, -5.9461, 0.2555)
H (4.6451, -4.5195, 3.0719)
Si (0.7121, -5.4671, 2.3166)
H (4.6599, -3.0346, 2.2528)
C (4.3991, -4.0518, 2.1600)
H (4.9653, -4.4334, 1.3626)
H (0.3408, 10.6264, -1.7262)
H (-2.9520, -4.2711, 1.1688)
Cl (1.2421, -6.8174, -1.2579)
H (-0.7333, -2.1639, 1.3824)
C (1.0492, 11.4222, -1.5644)
C (3.0902, 4.6243, 9.2846)
Cl (-3.9509, 7.1542, -0.9564)
H (0.2226, -1.1468, -6.9990)
H (-2.4414, -7.8563, 3.6468)
Cl (6.4362, -7.7737, 0.5438)
Cl (-0.9534, -1.4284, -4.9936)
H (0.7918, -5.3684, -3.0480)
H (-1.3999, -1.8149, -7.2622)
C (-0.9103, 3.0228, 8.0341)
H (-1.9996, -4.1122, 3.2162)
H (-3.3969, -0.4029, 7.2038)
C (3.6676, 5.0530, -1.4162)
Cl (-2.0254, 3.9859, 9.0118)
Cl (4.9107, 4.0009, -0.7342)
H (0.5596, 12.3828, -1.5994)
H (-4.0596, -8.1229, 2.9700)
H (2.8895, -5.9242, 2.7525)
Cl (-1.5090, 8.6811, -1.5136)
H (-2.3602, -2.4506, 3.2507)
H (6.1787, 1.8391, -8.0309)
H (2.8494, 5.1182, -0.7165)
H (-3.1879, 1.5815, -0.7807)
Cl (1.7634, 11.2092, 0.0384)
H (-4.4347, -0.8065, 5.8239)
H (-2.9750, -2.7142, 0.8914)
Cl (-3.9384, -0.3998, 0.2479)
C (0.1867, -6.0142, -2.4288)
Cl (-6.8171, -0.0325, -7.4595)
Cl (0.1758, -3.4831, -6.7496)
Cl (-2.5802, -7.2064, 1.3991)
H (-1.4826, 2.4401, 7.3306)
Cl (-4.3738, 0.5381, -2.4968)
H (-0.0909, -2.6892, 2.8472)
Cl (0.0512, 1.9165, 9.0205)
Cl (3.2331, 1.1143, -3.0155)
Cl (2.3882, 4.5113, 7.6644)
H (1.1483, -1.3743, -0.8328)
C (-0.5145, -1.8532, -6.6461)
H (-6.1619, 5.1855, -2.9354)
H (-6.2014, 1.5272, -5.8173)
H (-1.0161, -4.6660, 0.8209)
H (0.8491, -0.2444, -2.1662)
Cl (3.0381, 4.4342, -2.9445)
C (-5.7831, 4.6041, -2.1091)
H (0.1445, -6.7974, 2.0900)
C (-2.9993, -8.2090, 2.7920)
N (2.4150, -5.4684, 2.0017)
H (1.3356, 4.5019, 0.8781)
C (3.1293, 1.0261, -4.7734)
Cl (-1.0311, -5.0269, -1.6262)
H (2.3396, 4.3265, 10.0009)
Cl (0.9099, 2.2039, 0.8991)
H (3.6762, 0.1636, -5.1236)
H (-0.2191, 4.1202, 1.6392)
H (4.0946, 6.0296, -1.5884)
H (5.9523, -6.2921, -1.2105)
Cl (4.4966, 3.5752, 9.4693)
Cl (-0.3922, 4.2650, -0.6961)
C (-0.2162, -4.1990, 1.3148)
H (4.8410, -7.6723, -1.1754)
H (5.9592, 3.5987, -8.0635)
C (-3.4344, -0.5489, 6.1353)
H (2.4498, -3.4242, 2.4743)
H (-0.3093, -6.7600, -3.0304)
Cl (1.4405, 0.8645, -5.3056)
H (2.8075, -3.8006, 0.8565)
Cl (-4.1879, 3.9669, -2.5734)
C (2.9515, -4.1236, 1.8497)

Cartesian forces, eV/Å:
-0.0047 -0.0157 0.0163
-0.0382 0.2313 -0.2605
-0.3465 0.1706 -0.0235
-0.1023 -0.0266 0.0410
0.4033 0.0363 0.1120
0.0822 -0.0163 0.1682
0.1497 0.1412 -0.0036
-0.4277 -0.2449 0.0647
-0.3388 0.6444 -1.1179
0.0463 -0.0318 -0.0125
0.1373 0.1720 0.4537
-0.1065 -0.4626 0.2455
-0.0163 0.0353 0.0191
0.1521 -0.2830 -0.1214
-0.0587 -0.0606 -0.0206
0.0034 0.0703 0.2787
0.3880 0.1737 -0.0598
0.0583 -0.0618 -0.1735
-0.0268 -0.0110 -0.1857
-0.0001 0.2641 -0.0109
-0.0813 -0.1272 0.0833
0.0877 0.1505 -0.0440
1.0661 0.1208 -1.1870
-0.0841 -0.1717 0.7120
0.1430 -0.0451 -0.0236
0.0061 -0.0119 -0.0125
-0.0102 0.0034 -0.0344
0.0111 0.0101 -0.0325
0.0078 -0.9335 0.0563
0.0066 -0.1371 0.0437
0.4937 -2.3481 -1.9615
0.3233 -0.7590 1.1505
-0.1686 -0.2725 -0.2185
0.3897 1.4428 0.3030
0.0829 1.1192 0.1776
1.0026 -0.0366 -0.0924
-0.0490 -0.1521 -0.0411
-0.2806 -0.9056 -0.5762
-0.0409 -0.0063 -0.0351
-0.3073 1.2024 -0.8811
0.1171 -0.0188 0.0280
-0.0010 -0.0965 0.0103
-0.0743 0.2340 0.0934
0.1633 0.0394 0.0114
0.1472 0.0316 0.0722
0.0172 -0.0080 0.0415
-0.4520 0.0276 -0.1870
0.0893 0.1371 -0.0191
-0.1524 -0.0846 -0.0446
-0.0381 -0.0549 0.0812
-0.3110 -1.1263 0.7384
0.0829 0.0709 0.1419
0.0369 -0.0478 -0.1254
-0.0179 0.0307 -0.0112
0.0183 -0.0163 0.0574
-0.0047 0.1740 0.0126
-0.1710 -0.0125 -0.0437
0.5068 -0.5671 0.3770
-0.0374 0.0147 -0.0065
-0.3857 0.9814 0.7947
0.0453 -0.1677 -0.0151
-0.1374 -0.0350 0.0962
0.2583 0.0493 0.0556
-0.0234 0.0036 0.0284
-0.1232 -0.0229 -0.1342
0.0020 0.4806 -0.4058
-0.0738 0.0611 0.0737
0.0134 -0.0196 0.0286
-0.0240 0.0126 -0.0022
0.0165 0.0105 -0.0259
-0.1145 0.0261 -0.1203
-0.1542 -0.1333 -0.0714
-0.0228 -0.0700 0.2133
0.9596 0.2842 0.9968
0.0411 -0.0093 0.0130
0.1217 -0.3005 0.1553
0.0271 0.0715 -0.0717
0.0600 0.0079 0.1201
0.0086 0.0197 0.0752
-0.0045 0.0581 -0.1515
0.0383 0.1599 -0.0480
-0.9754 -0.7528 -0.4986
-0.0568 0.1240 -0.2883
-0.0639 0.2535 -0.0533
-0.0695 -0.3314 -0.4393
0.1498 -0.2056 0.2131
0.0662 0.0136 -0.0002
-1.8210 0.5338 0.4586
0.1366 0.0971 -0.0338
-0.1995 0.2743 -0.0983
-0.2218 -0.1036 -0.4579
-0.1173 -0.1209 0.0551
0.0451 -0.1157 0.0473
0.0446 -0.1625 0.0320
-0.1323 -0.0166 0.0810
0.1047 0.0869 -0.0485
0.2034 0.0390 -0.0925
0.0091 0.0020 0.0200
0.0068 -0.0075 -0.1138
0.8989 0.3558 1.5300
-0.0547 -0.1551 -0.0292
-0.0094 0.1827 -0.0173
0.0804 -0.0637 -0.0251
-0.6498 0.8108 0.7235
-0.0952 -0.1584 -0.0051
0.2581 0.1474 0.0125
-0.3451 0.4102 -1.3903
-0.2407 0.1579 0.0939
0.0481 -0.3578 0.6962